This record from the OMol25 dataset describes a cluster of 12 separate species, C48H132N12O12 in total in a non-equilibrium geometry. The level of theory is ωB97M-V/def2-TZVPD.

As for the expectation value of S²: 0.754. The calculation puts the total energy at -94347.6534 eV. As for the HOMO energy (alpha / beta): -10.19 / -10.19 eV. As for the spin multiplicity: 2. The molar mass comes out at 1069.66 Da. Its charge is +1. The frontier orbital gap (alpha / beta) comes out at 0.291 / 0.104 Eh.

Geometry as XYZ:
```
204
Properties=species:S:1:pos:R:3:lowdin_spin:R:1
C -1.56535 8.59259 -1.64494 0.000
C -0.49019 7.76216 -0.92144 0.000
C -0.67233 6.27791 -1.08382 0.000
O 0.19401 5.53746 -0.21214 0.000
C -0.52094 4.58709 0.63187 0.000
N 0.75474 8.06816 -1.58798 0.000
H -1.63857 8.24760 -2.67631 0.000
H -1.42463 9.66617 -1.51955 0.000
H -2.46085 8.38867 -1.05791 0.000
H -0.62454 7.89692 0.15182 0.000
H -0.65315 5.85574 -2.08856 0.000
H -1.68018 6.05244 -0.73524 0.000
H -1.25671 5.13046 1.22474 0.000
H 0.15143 4.08775 1.32949 0.000
H -0.84534 3.85966 -0.11225 0.000
H 1.48576 7.49319 -1.19415 0.000
H 0.92163 9.06428 -1.58688 0.000
C 7.18373 -0.97754 -2.20557 0.000
C 6.73358 0.47277 -1.84071 0.000
C 5.92608 0.64571 -0.51787 0.000
O 6.45983 -0.15761 0.48186 0.000
C 5.94893 0.07218 1.74504 0.000
N 7.90879 1.30600 -2.01308 0.000
H 7.94748 -1.29697 -1.49652 0.000
H 7.62520 -1.08951 -3.19585 0.000
H 6.28574 -1.57201 -2.03724 0.000
H 6.01251 0.76887 -2.60261 0.000
H 4.99749 0.14627 -0.79424 0.000
H 5.56824 1.66553 -0.37640 0.000
H 6.47837 0.89647 2.22289 0.000
H 6.13055 -0.81071 2.35792 0.000
H 4.88389 0.25047 1.89338 0.000
H 8.59300 1.22354 -1.27473 0.000
H 7.57637 2.23382 -1.79229 0.000
C 0.92456 3.51685 -2.76244 0.000
C 0.90909 2.60310 -3.98761 0.000
C 2.28740 2.44342 -4.64597 0.000
O 2.06992 1.49417 -5.72244 0.000
C 2.97215 1.83572 -6.76518 0.000
N 0.34588 1.42874 -3.48278 0.000
H 1.61921 3.14107 -2.01120 0.000
H -0.08834 3.71381 -2.41124 0.000
H 1.34535 4.45419 -3.12635 0.000
H 0.33231 3.17444 -4.71494 0.000
H 3.12035 2.13044 -4.01641 0.000
H 2.55311 3.46466 -4.91906 0.000
H 3.29192 0.90162 -7.22702 0.000
H 3.84821 2.35227 -6.37303 0.000
H 2.59769 2.42731 -7.60059 0.000
H -0.63148 1.68179 -3.45400 0.000
H 0.36978 0.79465 -4.26857 0.000
C 4.77356 3.81517 1.65499 0.000
C 3.83786 4.86823 1.03331 0.000
C 4.45205 6.33108 0.80090 0.000
O 3.48798 7.05153 -0.04371 0.000
C 4.05912 8.21255 -0.60781 0.000
N 3.35538 4.33456 -0.22894 0.000
H 5.29011 3.21897 0.90278 0.000
H 4.20241 3.22346 2.37037 0.000
H 5.59670 4.24305 2.22723 0.000
H 2.89177 4.99957 1.55846 0.000
H 5.37203 6.25442 0.22136 0.000
H 4.63242 6.90645 1.70893 0.000
H 4.61631 7.91759 -1.49699 0.000
H 4.62439 8.81673 0.10180 0.000
H 3.21439 8.83739 -0.89782 0.000
H 4.20357 4.29233 -0.77566 0.000
H 2.92674 5.14818 -0.64655 0.000
C 2.47045 -7.91784 3.98858 0.000
C 2.69261 -7.99963 2.55507 0.000
C 2.62475 -6.64190 1.83103 0.000
O 3.65451 -5.73714 2.22548 0.000
C 3.55177 -4.46880 1.54931 0.000
N 3.95923 -8.76313 2.36013 0.000
H 3.27975 -7.34682 4.44363 0.000
H 2.54995 -8.90236 4.44956 0.000
H 1.45280 -7.67931 4.29776 0.000
H 1.90282 -8.56971 2.06584 0.000
H 1.61072 -6.31292 2.05820 0.000
H 2.64665 -6.90794 0.77422 0.000
H 2.80081 -3.74839 1.87362 0.000
H 3.41309 -4.65751 0.48476 0.000
H 4.48635 -3.90976 1.59556 0.000
H 4.36244 -9.07394 3.23244 0.000
H 4.68256 -8.09937 2.12283 0.000
C -0.50528 4.43614 4.34946 0.000
C 0.68076 5.04624 5.15618 0.000
C 1.60794 5.93227 4.28117 0.000
O 0.83542 6.99596 3.76888 0.000
C 1.28728 7.31373 2.44727 0.000
N 0.19964 5.63397 6.40978 0.000
H -1.23000 3.94432 4.99831 0.000
H -0.16718 3.71188 3.60836 0.000
H -0.90381 5.08682 3.57107 0.000
H 1.35050 4.23278 5.43517 0.000
H 2.01963 5.24795 3.53934 0.000
H 2.48967 6.27642 4.82173 0.000
H 1.37287 6.45162 1.78580 0.000
H 2.27172 7.74734 2.62322 0.000
H 0.80286 8.09089 1.85612 0.000
H 0.91110 6.14052 6.91707 0.000
H -0.54379 6.30595 6.28386 0.000
C -4.22500 -8.82722 -3.18547 0.000
C -4.20489 -9.41931 -1.77693 0.000
C -4.24966 -8.18475 -0.74107 0.000
O -3.28323 -7.20173 -1.00802 0.000
C -2.72366 -6.44087 0.16564 0.000
N -5.31909 -10.30917 -1.54119 0.000
H -3.41853 -8.13669 -3.43220 0.000
H -5.14454 -8.25670 -3.31606 0.000
H -4.32077 -9.62895 -3.91769 0.000
H -3.30854 -9.99008 -1.53426 0.000
H -4.33784 -8.52650 0.29021 0.000
H -5.19518 -7.66502 -0.89592 0.000
H -2.25839 -7.13632 0.86419 0.000
H -3.56276 -5.83467 0.50702 0.000
H -1.94145 -5.76971 -0.18902 0.000
H -5.63091 -10.62610 -2.44806 0.000
H -4.92647 -11.14552 -1.13320 0.000
C -5.95963 -0.99382 0.56781 0.000
C -6.31274 -2.25606 1.40775 0.000
C -5.74288 -2.09328 2.86447 0.000
O -4.38190 -2.29542 2.62811 0.000
C -3.64150 -2.36023 3.79425 0.000
N -7.74393 -2.33563 1.52819 0.000
H -6.10477 -1.16949 -0.49811 0.000
H -4.94662 -0.70882 0.85185 0.000
H -6.67819 -0.20687 0.79690 0.000
H -5.82917 -3.12904 0.96939 0.000
H -6.21910 -2.80678 3.53696 0.000
H -5.96602 -1.10537 3.26738 0.000
H -2.60715 -2.26463 3.46399 0.000
H -3.71978 -3.36122 4.21851 0.000
H -3.71796 -1.66801 4.63275 0.000
H -8.06612 -1.53462 2.05229 0.000
H -7.98636 -3.20311 1.98513 0.000
C -1.14094 -1.80361 -4.96505 0.000
C -0.97478 -0.70501 -6.02106 0.000
C -0.21818 -1.21124 -7.24443 0.000
O 0.17049 -0.02578 -7.95186 0.000
C 1.23524 -0.20356 -8.95518 0.000
N -2.33005 -0.23104 -6.47340 0.000
H -1.33810 -2.76930 -5.43053 0.000
H -1.89238 -1.46973 -4.24953 0.000
H -0.25036 -1.83040 -4.33715 0.000
H -0.29280 0.04425 -5.61904 0.000
H -0.83360 -1.65739 -8.02565 0.000
H 0.67882 -1.78294 -7.00640 0.000
H 1.93232 -0.91624 -8.51442 0.000
H 1.79462 0.71974 -9.10591 0.000
H 0.81874 -0.45895 -9.92955 0.000
H -2.34896 -0.01690 -7.46025 0.000
H -2.62627 0.54243 -5.89538 0.000
C 1.59054 1.34922 1.24080 0.000
C 0.61774 0.15445 1.43814 0.006
C 0.16136 -0.43749 0.17117 0.005
O -0.84415 -1.43437 0.49031 0.000
C -1.52670 -1.95381 -0.62066 0.000
N 1.20138 -0.89235 2.23832 0.054
H 2.55244 1.08264 0.80287 0.000
H 1.65819 1.93240 2.15918 0.000
H 1.18092 2.02218 0.48751 0.000
H -0.24126 0.49954 2.01356 0.001
H 1.02460 -0.87159 -0.33328 0.000
H -0.21432 0.32620 -0.50981 0.001
H -1.03322 -1.86333 -1.58834 0.000
H -2.54893 -1.57881 -0.67088 0.000
H -1.61097 -3.03961 -0.57555 0.000
H 0.44231 -1.55592 2.17858 0.001
H 2.09186 -1.22437 1.89640 0.002
C -8.13119 -2.45202 -3.73555 0.000
C -8.24464 -3.15017 -2.37161 0.000
C -6.98450 -4.06168 -2.03979 0.000
O -5.72421 -3.28446 -2.11085 0.000
C -4.61316 -3.92631 -1.72961 0.000
N -8.34023 -2.13860 -1.40146 0.000
H -7.17684 -1.92614 -3.76330 0.000
H -8.98574 -1.81530 -3.96450 0.000
H -8.06024 -3.22270 -4.50310 0.000
H -9.16945 -3.72686 -2.35571 0.000
H -6.92761 -4.85832 -2.78157 0.000
H -7.23408 -4.49636 -1.07188 0.000
H -3.68887 -3.38759 -1.93837 0.000
H -4.43975 -4.89936 -2.18918 0.000
H -4.56460 -4.19765 -0.67505 0.000
H -7.49797 -1.60146 -1.55037 0.000
H -8.03821 -2.55486 -0.53219 0.000
C -0.14000 0.62319 5.10977 0.083
C 1.30094 1.08532 5.30412 0.083
C 1.57093 1.38046 6.84619 0.007
O 1.30565 0.26240 7.65029 0.004
C 1.23674 0.40533 9.02799 0.000
N 2.16970 -0.00430 4.88998 0.688
H -0.39259 0.16615 6.06654 0.003
H -0.24892 -0.17410 4.37453 0.001
H -0.83749 1.41071 4.82442 0.011
H 1.51472 1.98231 4.72290 0.011
H 0.96154 2.22796 7.16001 0.000
H 2.58744 1.76670 6.92128 0.001
H 2.08097 0.96217 9.43457 0.000
H 1.10025 -0.54967 9.53538 0.000
H 0.35849 0.96652 9.34714 0.000
H 1.96124 -0.37739 3.97486 0.018
H 2.12270 -0.81552 5.48982 0.020
```